Below is a molecular structure, C19H27OPRhS3, with properties calculated with ωB97M-V with the def2-TZVPD basis set.

HOMO energy in eV: -10.470
Strongest force on any atom in eV/Å: 0.8
Molecular weight in g/mol: 501.505
ΔE to the lowest compared entry with this formula, charge and spin in kJ/mol: 0.0
LUMO energy in eV: -4.125
Frontier orbital gap in eV: 6.345

```
! wB97M-V def2-TZVPD RIJCOSX def2/J DEFGRID3
* xyz 1 1
Rh -0.988 0.079 0.721
S 1.005 -0.426 0.012
C 2.097 -0.382 1.384
C 3.486 -0.401 1.251
C 4.270 -0.337 2.384
C 3.684 -0.232 3.650
C 2.311 -0.206 3.783
C 1.515 -0.308 2.639
S -0.238 -0.401 2.739
H 3.938 -0.460 0.267
H 5.348 -0.354 2.291
H 4.310 -0.167 4.529
H 1.847 -0.125 4.759
C 2.026 2.923 0.283
C 0.559 3.112 -0.081
P -0.706 2.302 0.947
C -0.358 2.831 2.654
C -0.313 4.339 2.894
C -2.277 3.101 0.437
C -2.200 4.535 -0.096
H 2.626 3.639 -0.279
H 2.376 1.925 0.038
H 2.214 3.100 1.343
H 0.367 2.837 -1.121
H 0.303 4.171 0.004
H 0.591 2.365 2.927
H -1.110 2.358 3.287
H 0.418 4.843 2.262
H -0.029 4.526 3.929
H -1.283 4.807 2.738
H -2.937 3.033 1.306
H -2.736 2.464 -0.316
H -1.749 5.230 0.607
H -3.210 4.888 -0.305
H -1.641 4.589 -1.029
C -5.107 -1.073 -0.713
S -3.589 -0.148 -0.860
O -3.264 0.312 0.567
C -2.443 -1.479 -1.123
C -2.110 -2.253 -0.008
C -1.213 -3.301 -0.166
C -0.649 -3.546 -1.409
C -0.968 -2.745 -2.500
C -1.868 -1.698 -2.367
H -5.012 -1.763 0.124
H -5.262 -1.608 -1.649
H -5.919 -0.367 -0.548
H -2.590 -2.072 0.947
H -0.934 -3.898 0.692
H 0.059 -4.354 -1.529
H -0.507 -2.934 -3.461
H -2.109 -1.062 -3.209
*
```

Löwdin population analysis, charges in e, atoms 1 to 2: atom 1 (Rh): 0.2786, atom 2 (S): 0.6948

---

Below is 2 unconnected molecules or ions with the total composition C3F6S at a distorted geometry, with properties calculated with ωB97M-V with the def2-TZVPD basis set.

Expectation value of S²: 2.0110
HOMO energy (alpha / beta) in eV: -10.501 / -10.256
Strongest force on any atom in eV/Å: 3.8
Molecular weight in g/mol: 182.088
ΔE to the lowest compared entry with this formula, charge and spin in kJ/mol: 29.7
LUMO energy (alpha / beta) in eV: 0.465 / -3.192
Frontier orbital gap (alpha / beta) in eV: 10.966 / 7.064

```
! wB97M-V def2-TZVPD RIJCOSX def2/J DEFGRID3
* xyz 0 3
C 1.216 -0.327 -1.953
C 1.909 -0.748 -0.957
C -1.370 0.392 1.527
F 1.697 -0.071 -3.178
F -0.162 -0.153 -1.953
F 1.792 -0.859 0.264
F -2.389 1.242 1.130
F -1.145 -0.450 0.537
F -1.850 -0.234 2.563
S 0.303 1.206 2.020
*
```

Löwdin population analysis, charges in e, atoms 1 to 2: atom 1 (C): -0.3255, atom 2 (C): -0.0266

---

Below is 3 unconnected molecules or ions with the total composition C10H20NO12S2 at a distorted geometry, with properties calculated with ωB97M-V with the def2-TZVPD basis set.

HOMO energy in eV: -4.255
Strongest force on any atom in eV/Å: 9.0
Molecular weight in g/mol: 410.399
ΔE to the lowest compared entry with this formula, charge and spin in kJ/mol: 462.2
LUMO energy in eV: 2.027
Frontier orbital gap in eV: 6.283

```
! wB97M-V def2-TZVPD RIJCOSX def2/J DEFGRID3
* xyz -1 1
C -1.699 1.316 -2.630
S -2.287 2.622 -1.454
O -3.521 3.339 -2.123
O -2.870 1.897 -0.184
N -1.180 3.810 -0.908
S -1.043 3.938 0.827
C 0.151 3.862 -1.617
C 1.032 2.588 -1.106
O 2.135 2.161 -1.970
O 1.785 1.004 -2.508
C 0.089 4.127 -3.224
O 1.042 3.943 -4.135
O -1.182 4.732 -3.750
H -2.657 0.693 -2.975
H -1.189 1.682 -3.617
H -0.997 0.510 -2.102
H -0.204 2.954 1.374
H 0.702 4.823 -1.164
H 1.533 2.925 -0.075
H 0.386 1.628 -0.810
H 2.244 0.295 -1.968
C -0.339 -1.340 4.995
O -1.496 -0.520 4.849
C -2.041 -0.539 3.606
O -1.627 -1.179 2.652
O -3.124 0.278 3.609
C -3.803 0.356 2.357
H 0.012 -1.248 6.027
H -0.584 -2.390 4.807
H 0.461 -1.002 4.328
H -4.186 -0.626 2.063
H -3.142 0.762 1.584
H -4.652 1.036 2.474
C 4.392 -5.206 -1.695
O 3.324 -5.220 -0.750
C 2.690 -4.029 -0.607
O 2.958 -2.997 -1.202
O 1.705 -4.185 0.314
C 0.948 -3.004 0.569
H 4.827 -6.209 -1.728
H 4.020 -4.959 -2.694
H 5.172 -4.502 -1.386
H 0.438 -2.668 -0.340
H 1.589 -2.212 0.968
H 0.189 -3.243 1.319
*
```

Löwdin population analysis, charges in e, atoms 1 to 2: atom 1 (C): -0.1660, atom 2 (S): 0.7251

---

Below is a molecular structure, C15H12Cl2N3O4Pd at a distorted geometry, with properties calculated with ωB97M-V with the def2-TZVPD basis set.

Expectation value of S²: 2.0286
HOMO energy (alpha / beta) in eV: -2.307 / -4.691
Strongest force on any atom in eV/Å: 7.5
Molecular weight in g/mol: 475.604
ΔE to the lowest compared entry with this formula, charge and spin in kJ/mol: 0.0
LUMO energy (alpha / beta) in eV: 2.882 / 2.883
Frontier orbital gap (alpha / beta) in eV: 5.190 / 7.574

```
! wB97M-V def2-TZVPD RIJCOSX def2/J DEFGRID3
* xyz -1 3
Pd 0.282 0.473 -1.016
O -1.548 -3.145 0.617
C -1.573 -2.750 1.932
C -2.102 -3.662 2.846
C -2.161 -3.333 4.199
C -1.692 -2.094 4.633
C -1.163 -1.182 3.711
C -1.092 -1.490 2.342
C -0.512 -0.448 1.422
O -0.444 -0.808 0.234
N -0.133 0.704 1.864
N 0.312 1.310 0.703
C 0.737 2.497 0.918
C 1.200 3.132 -0.284
C 1.714 4.415 -0.343
C 2.116 4.871 -1.594
C 1.985 4.032 -2.702
C 1.453 2.761 -2.516
N 1.055 2.291 -1.322
H -1.128 -2.352 0.170
H -2.463 -4.622 2.493
H -2.572 -4.041 4.912
H -1.733 -1.829 5.684
H -0.800 -0.219 4.060
H 0.760 3.002 1.895
H 1.797 5.029 0.543
H 2.528 5.869 -1.709
H 2.289 4.357 -3.690
H 1.328 2.068 -3.342
Cl 0.363 -4.132 -2.762
C 0.038 -2.689 -3.765
Cl -1.678 -2.667 -4.267
C 0.418 -1.392 -3.017
O 1.328 -0.706 -3.582
O -0.193 -1.136 -1.938
H 0.635 -2.793 -4.675
H 0.651 0.681 -2.654
*
```

Löwdin population analysis, charges in e, atoms 1 to 2: atom 1 (Pd): 1.0700, atom 2 (O): 0.0281